Below is a molecular structure, C46H44Ge2IrN4O5S2 in a non-equilibrium geometry, with properties calculated with ωB97M-V/def2-TZVPD.

The geometry in XYZ format:
```
104
Properties=species:S:1:pos:R:3
Ir 1.86 0.60 0.78
C -0.68 5.43 -1.08
C -1.20 4.14 -1.03
C -0.36 3.04 -0.90
C 1.02 3.20 -0.82
C 1.53 4.50 -0.88
C 0.69 5.59 -1.01
N 1.88 2.09 -0.64
C 3.02 2.02 -1.39
C 3.23 2.66 -2.63
C 4.41 2.47 -3.30
C 5.45 1.65 -2.80
C 5.27 1.01 -1.61
C 4.06 1.18 -0.91
N 3.75 0.53 0.27
N 4.56 -0.29 0.80
C 3.94 -1.03 1.80
C 4.65 -2.07 2.39
C 4.04 -2.84 3.37
C 2.76 -2.52 3.77
C 2.11 -1.47 3.15
N 2.66 -0.76 2.16
H -1.34 6.29 -1.17
H -2.28 4.01 -1.08
H -0.75 2.03 -0.89
H 2.61 4.64 -0.80
H 1.12 6.59 -1.04
H 2.45 3.27 -3.06
H 4.54 2.96 -4.27
H 6.36 1.52 -3.36
H 6.02 0.35 -1.20
H 5.65 -2.26 2.03
H 4.57 -3.68 3.81
H 2.26 -3.07 4.55
H 1.12 -1.18 3.46
C -0.92 -6.94 -0.73
C -0.09 -5.73 -1.09
C -0.41 -4.94 -2.19
C 0.29 -3.78 -2.47
C 1.34 -3.39 -1.65
C 1.69 -4.18 -0.55
C 0.99 -5.34 -0.29
S 2.08 -1.78 -1.79
O 1.78 -1.29 -3.12
O 3.47 -1.94 -1.44
O 1.30 -1.03 -0.75
H -1.33 -7.42 -1.62
H -1.76 -6.64 -0.09
H -0.33 -7.68 -0.18
H -1.24 -5.24 -2.83
H 0.04 -3.16 -3.33
H 2.52 -3.86 0.08
H 1.27 -5.95 0.56
C 0.27 3.91 2.47
Ge -0.41 2.27 3.32
C -1.96 2.78 4.44
C 1.01 1.68 4.55
Ge -0.55 0.53 1.54
C -2.41 0.87 0.79
C -3.06 -0.28 -0.01
C -4.02 0.21 -1.10
C -4.92 1.30 -0.57
C -4.47 2.13 0.36
C -3.12 1.99 0.93
C -1.13 -1.13 2.51
C -0.86 -2.40 1.98
C -1.29 -3.55 2.63
C -1.98 -3.47 3.83
C -2.25 -2.21 4.38
C -1.83 -1.06 3.72
H 0.47 4.68 3.22
H -0.43 4.31 1.73
H 1.21 3.67 1.95
H -1.69 3.69 4.98
H -2.19 2.00 5.16
H -2.85 2.99 3.84
H 1.30 2.50 5.22
H 1.89 1.39 3.96
H 0.70 0.83 5.16
H -3.52 -1.01 0.67
H -4.60 -0.61 -1.52
H -5.91 1.40 -1.00
H -5.10 2.94 0.73
H -2.70 2.82 1.48
H -0.29 -2.49 1.06
H -1.06 -4.53 2.20
H -2.31 -4.37 4.34
H -2.78 -2.14 5.32
H -2.05 -0.09 4.16
O -2.66 1.46 -6.98
C -3.49 1.22 -5.95
O -4.67 1.37 -6.07
C -2.87 0.78 -4.64
C -1.59 0.09 -4.56
C -1.14 -0.46 -3.42
C -1.91 -0.27 -2.25
S -1.74 -1.16 -0.88
C -3.02 0.71 -2.19
C -3.56 1.03 -3.52
H -1.74 1.35 -6.74
H -1.01 -0.10 -5.46
H -0.23 -1.06 -3.40
H -2.60 1.64 -1.78
H -4.52 1.55 -3.60
```

Summary:
Charge: 0
2S+1: 2
Molar mass in u: 1134.45
Frontier orbital gap (alpha / beta) in eV: 4.28 / 4.24
E in eV: -202153.35442
<S²>: 0.758
HOMO (alpha / beta) in eV: -6.63 / -6.59
Energy above the lowest of the compared OMol25 structures with the same formula, charge and spin in kJ/mol: 404.4

Below is a molecular structure, C46H44HfN2P2S3 in a non-equilibrium geometry, with properties calculated with ωB97M-V/def2-TZVPD.

The geometry in XYZ format:
```
98
Properties=species:S:1:pos:R:3
Hf 1.21 -0.71 -0.07
S -1.48 -2.79 -1.21
P -2.01 -0.72 -0.95
C -0.87 0.22 -0.08
P -1.07 0.02 1.67
S 0.79 -0.30 2.44
C -1.68 1.55 2.42
C -1.81 1.63 3.80
C -2.23 2.82 4.38
C -2.50 3.92 3.58
C -2.34 3.84 2.20
C -1.93 2.65 1.62
C -2.12 -1.31 2.35
C -1.65 -2.62 2.32
C -2.43 -3.65 2.82
C -3.66 -3.36 3.38
C -4.13 -2.06 3.43
C -3.36 -1.03 2.91
C -2.21 -0.12 -2.65
C -2.06 1.24 -2.91
C -2.36 1.74 -4.16
C -2.83 0.90 -5.15
C -3.00 -0.46 -4.90
C -2.69 -0.97 -3.64
C -3.72 -0.76 -0.37
C -4.46 -1.92 -0.20
C -5.79 -1.84 0.20
C -6.37 -0.60 0.44
C -5.63 0.56 0.27
C -4.31 0.49 -0.14
H -1.58 0.77 4.42
H -2.34 2.89 5.45
H -2.82 4.85 4.03
H -2.53 4.71 1.59
H -1.79 2.57 0.55
H -0.66 -2.83 1.92
H -2.06 -4.66 2.79
H -4.27 -4.16 3.79
H -5.09 -1.83 3.88
H -3.73 -0.01 2.93
H -1.69 1.89 -2.12
H -2.25 2.80 -4.37
H -3.08 1.29 -6.13
H -3.37 -1.12 -5.67
H -2.82 -2.02 -3.44
H -4.01 -2.89 -0.37
H -6.36 -2.75 0.33
H -7.40 -0.55 0.75
H -6.08 1.53 0.45
H -3.73 1.39 -0.28
C 4.35 -2.04 -2.56
C 4.53 -2.85 -1.30
C 5.23 -4.05 -1.34
C 5.36 -4.84 -0.21
C 4.76 -4.45 0.97
C 4.05 -3.26 1.05
C 3.35 -2.88 2.32
C 3.96 -2.45 -0.09
N 3.29 -1.18 -0.06
C 4.08 -0.08 -0.09
C 5.57 -0.14 0.10
C 3.46 1.16 -0.30
C 4.27 2.42 -0.39
N 2.13 1.14 -0.47
C 1.41 2.34 -0.79
C 1.17 3.33 0.16
C 1.69 3.23 1.57
C 0.47 4.47 -0.24
C 0.03 4.62 -1.54
C 0.28 3.63 -2.47
C 0.96 2.48 -2.11
C 1.24 1.39 -3.12
H 4.34 -2.70 -3.42
H 5.16 -1.32 -2.70
H 3.41 -1.49 -2.53
H 5.66 -4.38 -2.28
H 5.93 -5.76 -0.25
H 4.84 -5.07 1.85
H 3.64 -3.54 3.13
H 2.27 -2.97 2.19
H 3.57 -1.86 2.62
H 5.89 -1.14 0.41
H 5.88 0.58 0.85
H 6.09 0.11 -0.83
H 5.10 2.29 -1.09
H 4.69 2.68 0.58
H 3.65 3.25 -0.73
H 1.88 2.21 1.86
H 0.97 3.66 2.27
H 2.63 3.79 1.68
H 0.28 5.24 0.50
H -0.51 5.51 -1.83
H -0.05 3.75 -3.50
H 0.68 1.56 -4.04
H 0.96 0.41 -2.73
H 2.30 1.36 -3.37
S 1.21 -3.87 -1.06
C 0.25 -2.56 -0.94
```

Summary:
Charge: +1
2S+1: 2
Molar mass in u: 961.51
Frontier orbital gap (alpha / beta) in eV: 6.71 / 6.66
E in eV: -103784.45277
<S²>: 0.753
HOMO (alpha / beta) in eV: -9.93 / -10.29
Energy above the lowest of the compared OMol25 structures with the same formula, charge and spin in kJ/mol: 85.5

Below is a molecular structure, C46H44NOP2W in a non-equilibrium geometry, with properties calculated with ωB97M-V/def2-TZVPD.

The geometry in XYZ format:
```
95
Properties=species:S:1:pos:R:3
W -0.58 -0.08 -0.67
P -0.60 2.24 -0.88
C -0.89 -0.02 1.12
O -1.08 0.01 2.28
P -0.62 -2.40 -0.74
C -0.57 3.20 0.67
C -2.07 2.92 -1.73
C 0.83 2.88 -1.82
C 0.97 -3.26 -1.02
C -1.24 -3.24 0.77
C -1.73 -3.01 -2.05
C 0.51 4.03 1.01
C 0.49 4.74 2.21
C -0.59 4.62 3.08
C -1.67 3.80 2.75
C -1.65 3.09 1.55
H 1.35 4.13 0.33
H 1.33 5.38 2.47
H -0.60 5.17 4.02
H -2.51 3.70 3.42
H -2.49 2.44 1.29
C 2.10 2.40 -1.48
C 3.23 2.89 -2.13
C 3.10 3.85 -3.13
C 1.84 4.32 -3.48
C 0.70 3.84 -2.83
H 2.19 1.63 -0.71
H 4.21 2.51 -1.86
H 3.98 4.22 -3.64
H 1.73 5.06 -4.27
H -0.28 4.20 -3.11
C -2.52 4.22 -1.46
C -3.63 4.73 -2.13
C -4.31 3.95 -3.06
C -3.87 2.66 -3.33
C -2.76 2.14 -2.67
H -2.00 4.83 -0.72
H -3.97 5.74 -1.91
H -5.18 4.35 -3.58
H -4.39 2.04 -4.06
H -2.41 1.13 -2.88
C -2.43 -3.97 0.78
C -2.88 -4.58 1.96
C -2.13 -4.46 3.13
C -0.93 -3.74 3.12
C -0.49 -3.13 1.95
H -3.02 -4.07 -0.13
H -3.80 -5.14 1.95
H -2.47 -4.94 4.04
H -0.35 -3.64 4.03
H 0.43 -2.56 1.95
C 2.00 -2.60 -1.71
C 3.21 -3.25 -1.94
C 3.41 -4.55 -1.50
C 2.39 -5.22 -0.81
C 1.18 -4.57 -0.57
H 1.84 -1.58 -2.06
H 4.00 -2.73 -2.48
H 4.36 -5.06 -1.68
H 2.54 -6.23 -0.45
H 0.39 -5.08 -0.02
C -1.46 -4.16 -2.80
C -2.36 -4.58 -3.78
C -3.53 -3.85 -4.02
C -3.80 -2.70 -3.27
C -2.90 -2.28 -2.30
H -0.55 -4.72 -2.63
H -2.14 -5.46 -4.37
H -4.22 -4.18 -4.79
H -4.71 -2.13 -3.46
H -3.08 -1.37 -1.73
H 2.81 -0.17 -4.33
H 2.23 -0.18 -4.80
C -0.36 1.09 5.07
N 0.48 0.27 4.19
C 1.47 -0.46 5.00
C 1.06 1.11 3.10
C 1.86 0.35 2.03
C 3.19 0.21 2.55
C 4.24 -0.25 1.81
C 4.04 -0.51 0.50
C 2.78 -0.40 -0.05
C 1.53 -0.07 0.61
H 0.24 1.87 5.59
H -0.86 0.46 5.83
H -1.17 1.59 4.49
H 2.00 -1.21 4.38
H 2.18 0.23 5.49
H 0.95 -1.05 5.79
H 0.30 1.73 2.62
H 1.68 1.92 3.54
H 3.44 0.51 3.56
H 5.23 -0.32 2.25
H 4.89 -0.77 -0.12
H 2.89 -0.45 -1.08
```

Summary:
Charge: +3
2S+1: 3
Molar mass in u: 872.65
Frontier orbital gap (alpha / beta) in eV: 4.70 / 4.85
E in eV: -72323.57034
<S²>: 2.232
HOMO (alpha / beta) in eV: -16.19 / -16.17
Energy above the lowest of the compared OMol25 structures with the same formula, charge and spin in kJ/mol: 332.6

Below is a molecular structure, C46H45AsCeNP2Se4Si in a non-equilibrium geometry, with properties calculated with ωB97M-V/def2-TZVPD.

The geometry in XYZ format:
```
101
Properties=species:S:1:pos:R:3
Ce 2.70 2.32 -0.03
N -0.53 1.36 -3.06
P 0.71 2.50 -2.66
C -0.16 4.09 -2.49
C 0.66 5.19 -2.10
C 0.16 6.53 -2.07
C -1.19 6.63 -2.30
C -2.03 5.58 -2.64
C -1.49 4.27 -2.77
C 1.56 2.60 -4.29
C 1.95 3.81 -4.88
C 2.49 3.81 -6.16
C 2.85 2.64 -6.80
C 2.65 1.48 -6.11
C 2.03 1.42 -4.91
P -1.58 0.51 -1.93
C -1.18 -1.25 -2.23
C 0.18 -1.68 -2.17
C 0.42 -3.03 -2.29
C -0.59 -3.91 -2.76
C -1.88 -3.51 -2.88
C -2.20 -2.17 -2.53
C -3.27 0.60 -2.57
C -3.47 0.49 -3.99
C -4.73 0.71 -4.57
C -5.80 1.13 -3.75
C -5.64 1.18 -2.36
C -4.38 0.85 -1.76
H -0.40 0.78 -3.91
H 1.73 5.06 -2.02
H 0.81 7.41 -2.00
H -1.61 7.66 -2.14
H -3.09 5.76 -2.94
H -2.11 3.45 -3.10
H 1.82 4.81 -4.30
H 2.49 4.79 -6.70
H 3.25 2.68 -7.80
H 3.07 0.57 -6.49
H 1.87 0.48 -4.47
H 0.97 -0.95 -1.87
H 1.44 -3.39 -2.04
H -0.33 -4.94 -2.87
H -2.74 -4.13 -3.15
H -3.24 -1.87 -2.44
H -2.65 0.04 -4.63
H -4.81 0.61 -5.62
H -6.72 1.42 -4.18
H -6.39 1.70 -1.78
H -4.36 0.82 -0.66
Se 3.29 -0.30 0.11
Se 4.74 1.20 1.28
Se 4.86 4.25 -0.31
Se 4.10 3.53 -2.33
C -1.56 3.95 3.07
Si 0.24 3.41 2.98
C 1.53 4.68 3.36
C 0.45 1.96 4.08
C 0.72 2.93 1.19
H -1.79 4.41 4.05
H -2.17 3.06 3.01
H -1.81 4.54 2.23
H 1.15 5.21 4.23
H 1.79 5.37 2.49
H 2.39 4.18 3.69
H -0.46 1.39 4.02
H 0.58 2.21 5.11
H 1.30 1.38 3.69
H 0.52 3.74 0.44
H 0.33 1.96 0.82
C -2.22 -6.41 1.30
C -2.63 -5.37 2.03
C -1.76 -4.32 2.44
C -0.43 -4.50 2.19
C 0.02 -5.68 1.53
C -0.87 -6.62 1.03
As 0.72 -3.00 2.48
C 2.33 -3.91 2.98
C 3.26 -4.51 2.14
C 4.22 -5.35 2.69
C 4.34 -5.50 4.07
C 3.32 -5.02 4.94
C 2.43 -4.11 4.39
C 1.46 -3.30 5.12
C 1.34 -3.23 6.52
C 0.30 -2.56 7.14
C -0.69 -1.93 6.36
C -0.64 -2.02 4.98
C 0.42 -2.66 4.37
H -2.89 -7.15 0.98
H -3.70 -5.19 2.19
H -2.11 -3.41 2.96
H 1.07 -5.82 1.43
H -0.57 -7.52 0.56
H 3.27 -4.24 1.10
H 4.98 -5.80 1.98
H 5.05 -6.20 4.51
H 3.37 -5.08 6.06
H 1.99 -3.81 7.13
H 0.22 -2.56 8.20
H -1.56 -1.51 6.87
H -1.49 -1.68 4.35
```

Summary:
Charge: 0
2S+1: 2
Molar mass in u: 1232.79
Frontier orbital gap (alpha / beta) in eV: 6.54 / 5.34
E in eV: -411529.62878
<S²>: 0.764
HOMO (alpha / beta) in eV: -7.26 / -7.26
Energy above the lowest of the compared OMol25 structures with the same formula, charge and spin in kJ/mol: 143.1

The lowest <S²> belongs to which entry? C46H44HfN2P2S3

E of number 1 (C46H44Ge2IrN4O5S2)? -202153.35442 eV